ORCA calculation (the ωB97M-V functional and the def2-TZVPD basis) on the molecule C22H19ClN2S in a non-equilibrium geometry.

```
45
Properties=species:S:1:pos:R:3:forces:R:3
C 0.3739 -5.6090 -1.0598 0.25 -0.03 0.14
C 0.0130 -4.1945 -0.7055 0.67 1.44 0.63
C 0.9892 -3.3667 -0.0613 -1.40 -1.67 -0.69
C 0.6440 -2.1070 0.3418 0.46 0.88 0.44
N 1.4205 -1.1622 1.0026 0.01 -0.05 -0.60
C 0.6843 -0.0884 1.0787 -0.52 -0.61 -0.12
C 1.2343 1.1961 1.4826 1.50 -0.12 1.30
C 2.4945 1.2826 2.0482 -2.78 -0.80 -1.29
C 3.1464 2.5022 2.3473 1.00 0.54 0.73
C 2.7851 3.7859 2.1145 0.59 1.56 -0.07
C 3.7952 4.7492 2.5011 0.21 -1.11 0.17
C 4.9243 4.1447 3.0598 -1.64 0.53 -0.74
S 4.7045 2.4267 3.1114 0.28 0.72 -0.10
N -0.6335 -0.3264 0.6031 0.91 1.16 0.64
C -1.7876 0.5424 0.6848 1.01 0.69 -0.75
C -1.8872 1.4428 -0.5340 -0.13 0.81 -1.33
C -1.7197 1.0345 -1.8882 0.01 0.71 0.82
C -1.7909 1.9302 -2.9716 0.21 -1.25 0.25
C -2.0077 3.2531 -2.7363 -0.84 1.08 1.15
Cl -2.0609 4.4489 -3.9983 0.05 -0.27 -0.07
C -2.2870 3.6740 -1.4348 0.52 -0.20 0.40
C -2.1948 2.7892 -0.3529 -0.11 0.27 -0.17
C -0.6188 -1.5764 0.0856 -0.51 -1.55 -0.21
C -1.6097 -2.3677 -0.4826 0.52 -0.43 -0.23
C -1.3006 -3.6901 -0.8872 0.17 0.79 0.66
C -2.4254 -4.5362 -1.4307 -0.44 0.74 -0.19
H 1.4677 -5.7676 -0.9478 -0.77 -0.05 0.13
H -0.2058 -6.2485 -0.3809 0.42 -0.29 -0.19
H 0.1146 -5.8889 -2.0848 -0.07 0.13 0.08
H 1.9446 -3.7640 0.2259 0.37 -0.14 -0.18
H 0.6279 2.0774 1.3464 -0.02 0.18 -0.12
H 3.0437 0.3751 2.2363 -0.03 -0.30 -0.10
H 1.8619 4.0781 1.6202 0.17 -0.09 0.12
H 3.6667 5.8211 2.3315 0.22 -0.41 0.18
H 5.8062 4.6915 3.3887 -0.18 -0.55 0.04
H -1.7248 1.1147 1.6144 0.06 0.18 -0.25
H -2.6945 -0.0122 0.7588 -0.55 -0.90 0.11
H -1.4739 0.0203 -2.1029 0.05 -0.69 -0.11
H -1.6972 1.5859 -3.9955 0.19 -0.14 0.16
H -2.4968 4.7131 -1.2436 -0.07 0.16 -0.03
H -2.3557 3.1576 0.6665 0.01 0.01 -0.41
H -2.5862 -1.9325 -0.6191 -0.39 -0.24 -0.12
H -3.3900 -4.1830 -1.0005 0.60 -0.28 -0.41
H -2.3248 -5.5881 -1.2074 0.12 -0.27 0.11
H -2.4691 -4.4279 -2.5244 -0.14 -0.13 0.21
```
Positions in Å, forces in eV/Å.

Computed properties:
Total charge: 0
Calculated total energy in eV: -49460.159
LUMO level in hartree: -0.00970
SMILES: Cc1cc2nc(/C=C/c3cccs3)n(Cc3ccc(Cl)cc3)c2cc1C
Gap between HOMO and LUMO in eV: 7.25